Record 1
58
Properties=species:S:1:pos:R:3:forces:R:3:mulliken_charge:R:1 method="wB97M-V/def2-TZVPD" homo_ev=-5.0 total_charge=-1 lumo_ev=1.895 energy_ev=-444644.597 largest_force_ha_per_bohr=0.1393
C 2.22698 -2.31931 1.17639 -0.77 0.92 -1.28 -0.76
C 0.99780 -2.25273 0.11063 -0.72 -2.63 -0.42 0.51
O 0.36863 -3.33089 -0.07243 1.93 4.04 0.47 -0.57
O 0.71329 -1.02450 -0.59306 0.06 -3.63 2.31 0.11
C -0.73112 -1.00765 -0.85943 -2.65 -0.51 -0.32 -0.49
B -1.29966 0.40611 -1.48380 0.11 0.04 0.55 0.38
C -2.17713 1.32351 -0.43814 -0.50 0.75 0.29 -0.64
C -3.73483 0.91473 -0.31193 0.19 1.25 1.00 -0.31
C -3.95714 0.29653 1.15708 -1.01 0.07 -0.35 -0.63
C -5.26823 -0.61287 1.32312 0.22 0.59 1.03 -0.69
N -5.26170 -1.87550 0.53549 -0.90 -4.39 -2.46 0.31
C -6.36735 -2.83659 0.57350 1.28 -2.70 -2.24 -0.52
C -6.05467 -4.06707 -0.32632 2.46 3.31 0.59 -0.40
C -4.63677 -3.84297 -0.99197 -3.38 4.46 4.47 -0.78
C -4.29988 -2.44861 -0.37564 0.27 -2.20 -1.25 -0.23
H 3.14422 -2.62045 0.54589 -1.26 0.68 1.21 0.22
H 2.31046 -1.27246 1.62445 0.36 -1.55 -0.53 0.16
H 2.01842 -3.11567 1.97249 0.12 1.22 -1.40 0.31
H -1.29508 -1.19553 0.13584 1.10 -0.07 -1.26 0.03
H -1.07018 -1.84731 -1.58633 1.15 0.98 1.35 0.12
H -0.38102 1.04221 -1.88795 0.50 0.29 0.08 -0.34
H -1.99546 0.14035 -2.42848 -0.37 -0.16 -0.50 -0.26
H -1.68429 1.25436 0.59895 -0.78 0.30 -1.11 0.23
H -2.12150 2.43921 -0.75788 -0.11 -1.71 0.55 0.07
H -4.13637 0.27860 -1.17104 0.82 0.60 1.26 0.32
H -4.33757 1.90830 -0.34010 0.65 -1.68 0.02 0.27
H -4.10272 1.20124 1.86875 0.34 -1.62 -0.98 0.32
H -3.05018 -0.29987 1.51346 -1.21 0.77 -0.59 0.26
H -5.32657 -0.90440 2.44217 0.01 0.32 -1.74 0.31
H -6.24363 -0.03882 1.09152 1.63 -0.82 0.12 0.33
H -7.34019 -2.71098 1.17834 2.05 0.08 -1.03 0.28
H -6.66261 -5.00768 -0.53148 0.60 1.73 0.65 0.29
H -4.03740 -4.49492 -1.70283 -0.92 1.28 1.23 0.34
H -3.32633 -1.92724 -0.65104 -1.64 -0.47 0.75 0.50
Br 0.36760 1.30253 -4.36329 0.35 -0.04 -0.69 -0.12
C 1.53134 -0.25073 -4.22004 -0.35 0.25 0.27 -0.01
C 2.98524 0.14593 -4.27637 0.08 -0.29 0.02 -0.56
Br 3.54041 0.55580 -6.10117 0.08 0.09 0.00 -0.19
H 1.24107 -0.94008 -5.01328 0.17 0.12 0.08 0.48
H 1.29143 -0.69589 -3.25128 0.06 0.11 0.02 -0.23
H 3.62300 -0.68405 -3.96608 -0.09 0.06 -0.03 0.41
H 3.21606 1.02186 -3.66987 -0.19 -0.11 -0.11 0.18
Br 5.91906 0.74358 0.28411 -0.03 -0.05 -0.07 -0.17
C 4.94470 1.98731 -0.85815 0.19 0.25 0.12 -0.33
C 3.71220 2.51646 -0.16585 -0.48 -0.14 0.01 -0.03
Br 2.28092 1.19315 -0.15938 0.33 0.26 -0.07 0.01
H 4.72516 1.46029 -1.78703 -0.06 0.06 0.19 0.08
H 5.64881 2.79604 -1.06243 -0.07 -0.07 0.03 0.40
H 3.30482 3.37283 -0.70711 0.15 -0.05 0.00 0.36
H 3.88822 2.79988 0.87262 0.16 -0.03 -0.30 -0.30
Br 5.23552 4.11365 2.92500 0.00 -0.03 0.08 -0.15
C 4.09467 3.19551 4.21182 -0.03 0.26 -0.01 -0.57
C 4.91324 2.51678 5.28225 -0.05 -0.30 0.08 -0.59
Br 5.71742 0.86950 4.62037 0.04 0.12 0.04 -0.12
H 3.46712 2.50604 3.64592 0.15 0.02 0.11 0.33
H 3.46847 3.97765 4.64434 0.08 -0.11 0.00 0.36
H 4.27804 2.20784 6.11437 0.00 0.08 -0.13 0.34
H 5.72528 3.13698 5.66235 -0.15 -0.03 -0.14 0.37

Record 2
14
Properties=species:S:1:pos:R:3:forces:R:3:mulliken_charge:R:1 method="wB97M-V/def2-TZVPD" relative_energy_kcal_mol=305.96 homo_ev=-7.9 lumo_ev=-1.547 energy_ev=-13896.145 largest_force_ha_per_bohr=0.1313
C -1.94659 -0.84363 0.44571 -3.02 -0.42 -0.68 -0.62
C -0.13609 0.09334 -0.53184 4.68 4.49 1.88 0.03
C 1.88081 -0.82195 -0.07919 1.52 0.64 -2.07 0.56
C 0.83765 0.96806 0.05359 -2.80 4.44 -2.63 0.69
H -3.34842 -0.13245 0.80550 3.83 -2.70 -0.70 0.24
H -0.96709 -1.15220 1.77651 -2.56 1.06 -3.63 0.22
H -2.02224 -2.11864 -0.61058 -0.09 3.05 3.63 0.23
H -1.68794 1.19210 -0.60320 -0.36 -2.58 0.58 0.37
H 2.50399 2.47115 -0.12850 -5.08 -0.51 0.27 0.40
N -1.49333 0.12333 -0.60822 0.96 0.75 1.53 -0.34
O 0.64611 -0.99292 -0.51449 -1.05 -5.03 -0.60 -0.29
O 2.71116 -1.65005 0.00219 0.42 -0.60 0.66 -0.49
O 2.10018 0.56072 -0.03147 0.37 -4.24 1.24 -0.34
O 0.92180 2.30316 0.02398 3.18 1.65 0.51 -0.66

Record 3
9
Properties=species:S:1:pos:R:3:forces:R:3:mulliken_charge:R:1 method="wB97M-V/def2-TZVPD" relative_energy_kcal_mol=12.24 homo_ev=-8.3 lumo_ev=0.861 energy_ev=-17427.266 smiles="S=c1[nH]cn[nH]1" largest_force_ha_per_bohr=0.0890
S 2.63711 0.25667 -0.00098 0.76 0.02 -0.07 -0.39
C 1.06429 -0.06635 -0.01933 -3.08 2.96 0.09 0.13
N -0.13684 1.04236 0.01606 3.18 -3.29 -0.05 -0.17
C -1.24366 0.29654 0.04363 -0.09 -0.28 -0.06 0.02
N -1.03988 -0.97855 0.03276 -0.85 -0.40 -0.03 -0.69
N 0.30933 -1.16143 -0.02296 0.15 0.49 0.04 0.28
H -0.01270 2.03141 -0.06623 0.09 0.14 0.03 0.18
H -2.24222 0.68255 0.07599 -0.25 0.20 0.01 0.42
H 0.66457 -2.10320 -0.05894 0.07 0.15 0.05 0.23

Record 4
5
Properties=species:S:1:pos:R:3:forces:R:3:mulliken_charge:R:1 method="wB97M-V/def2-TZVPD" relative_energy_kcal_mol=9.22 homo_ev=-9.6 lumo_ev=-0.326 energy_ev=-151438.770 smiles=OP(Br)Br largest_force_ha_per_bohr=0.0688
O -0.38667 -1.19449 -0.00279 1.20 0.79 -3.23 -0.42
P -0.58398 0.43843 0.06839 -0.18 0.06 -0.82 0.39
Br 1.23155 1.32483 -1.22337 -0.67 -0.69 0.85 -0.23
Br -0.13033 0.74530 2.17428 0.38 0.02 0.32 -0.10
H -0.13057 -1.31407 -1.01651 -0.73 -0.19 2.88 0.36

Record 5
10
Properties=species:S:1:pos:R:3:forces:R:3:mulliken_charge:R:1 method="wB97M-V/def2-TZVPD" relative_energy_kcal_mol=22.69 homo_ev=-9.1 lumo_ev=0.848 energy_ev=-17656.591 smiles="C/C(N)=N/Cl" largest_force_ha_per_bohr=0.0613
C -1.06474 0.73377 0.55652 0.67 0.15 -0.16 -0.76
C 0.05404 0.01817 -0.21650 -1.53 0.26 -2.74 0.75
N 1.04543 -0.62098 0.40186 2.17 -0.82 -1.97 -0.42
N -0.10812 0.08234 -1.53109 0.67 0.17 1.39 -0.46
Cl 1.17865 -0.68756 -2.48547 -0.52 0.18 0.66 -0.22
H -0.63375 0.76268 1.60959 -1.03 0.86 -1.14 0.27
H -1.34638 1.73671 -0.01345 0.78 -2.12 1.71 0.26
H -1.95051 0.06469 0.57332 0.47 0.51 -0.02 0.23
H 1.09227 -0.96846 1.30775 -0.64 0.01 1.85 0.21
H 1.73311 -1.12137 -0.20253 -1.04 0.81 0.43 0.16

Record 6
11
Properties=species:S:1:pos:R:3:forces:R:3:mulliken_charge:R:1 method="wB97M-V/def2-TZVPD" relative_energy_kcal_mol=112.85 homo_ev=-9.3 lumo_ev=0.855 energy_ev=-7194.894 smiles="C/N=C/NO" largest_force_ha_per_bohr=0.1355
C 1.72998 -0.30587 -0.10380 0.71 0.98 3.10 -0.59
N 0.32892 -0.46436 -0.04367 -4.13 5.59 -0.56 -0.43
C -0.39665 0.69180 -0.09844 -1.85 -5.88 -0.21 -0.09
N -1.93824 0.43150 -0.14972 3.19 -0.18 0.30 -0.27
O -2.01792 -1.04047 -0.14055 -1.03 2.51 0.86 -0.38
H 1.91999 0.84589 -0.04414 0.67 -2.07 -0.58 0.23
H 1.96792 -0.72876 1.03919 0.67 0.70 -3.35 0.22
H 2.09205 -0.85749 -1.01430 0.37 0.57 1.35 0.27
H -0.09730 1.69857 -0.34075 0.39 0.22 0.30 0.33
H -2.46238 0.90763 0.65011 1.02 -1.31 -1.04 0.25
H -1.12638 -1.17844 0.24608 0.00 -1.11 -0.16 0.46

Copy entry 4 word for word.
5
Properties=species:S:1:pos:R:3:forces:R:3:mulliken_charge:R:1 method="wB97M-V/def2-TZVPD" relative_energy_kcal_mol=9.22 homo_ev=-9.6 lumo_ev=-0.326 energy_ev=-151438.770 smiles=OP(Br)Br largest_force_ha_per_bohr=0.0688
O -0.38667 -1.19449 -0.00279 1.20 0.79 -3.23 -0.42
P -0.58398 0.43843 0.06839 -0.18 0.06 -0.82 0.39
Br 1.23155 1.32483 -1.22337 -0.67 -0.69 0.85 -0.23
Br -0.13033 0.74530 2.17428 0.38 0.02 0.32 -0.10
H -0.13057 -1.31407 -1.01651 -0.73 -0.19 2.88 0.36